[1]
Molecular formula: CH10O3S2
Method: DFT, ωB97M-V/def2-TZVPD

Computed properties:
Energy (hartree): -1066.15277
SMILES string: CSS.O.O.O
LUMO (eV): 0.2
Energy relative to the best compared isomer or geometry (same formula, charge and spin) (kcal per mole): 23.3
E_HOMO (eV): -7.93
Orbital gap (eV): 8.1706

Structure (ORCA input):
```
! wB97M-V def2-TZVPD RIJCOSX def2/J DEFGRID3
* xyz 0 1
C -0.07 1.90 -3.34
S -1.06 0.77 -2.21
S -2.29 -0.02 -3.72
H 0.71 1.27 -3.84
H 0.22 2.69 -2.62
H -0.77 2.31 -4.06
H -1.72 0.65 -4.79
O -0.09 -0.01 4.82
H -0.38 0.44 4.00
H 0.11 0.82 5.36
O 1.07 -1.26 -0.11
H 0.83 -1.29 0.86
H 0.93 -2.17 -0.42
O 1.09 -2.10 3.05
H 0.96 -1.28 3.56
H 0.48 -2.71 3.47
*
```

[2]
Molecular formula: CH10O3S2
Method: DFT, ωB97M-V/def2-TZVPD

Computed properties:
Energy (hartree): -1065.98700
LUMO (eV): -4.5
Energy relative to the best compared isomer or geometry (same formula, charge and spin) (kcal per mole): 127.3
E_HOMO (eV): -9.07
Orbital gap (eV): 4.6123

Structure (ORCA input):
```
! wB97M-V def2-TZVPD RIJCOSX def2/J DEFGRID3
* xyz 0 1
C 0.71 -1.13 0.89
S -1.01 -1.34 0.53
S -1.59 0.37 -0.19
H 1.29 -0.94 -0.05
H 1.07 -2.02 1.41
H 0.81 -0.26 1.54
H 0.20 -0.19 -2.98
H -2.83 0.45 1.81
H -4.12 1.11 2.16
O -3.34 0.73 2.59
H 0.46 1.39 -0.33
H 1.86 0.88 -0.69
O 1.38 1.64 -0.25
H -0.04 0.49 -3.20
H 3.03 -0.74 -1.71
O 2.14 -0.42 -1.52
*
```

[3]
Molecular formula: CH10O4
Method: DFT, ωB97M-V/def2-TZVPD

Computed properties:
Energy (hartree): -344.60418
LUMO (spin up / spin down) (eV): -3.7 / -10.6
Energy relative to the best compared isomer or geometry (same formula, charge and spin) (kcal per mole): 25.9
E_HOMO (spin up / spin down) (eV): -15.25 / -14.97
Orbital gap (spin up / spin down) (eV): 11.5465 / 4.3871
<S²>: 0.75

Structure (ORCA input):
```
! wB97M-V def2-TZVPD RIJCOSX def2/J DEFGRID3
* xyz 1 2
C -0.96 1.50 -1.54
O -1.02 0.62 -0.41
H -1.47 1.10 -2.52
H -1.23 2.53 -1.19
H 0.14 1.60 -1.74
H -1.00 -0.27 -0.71
H 2.12 0.61 0.50
H 3.06 0.05 -0.60
O 2.28 0.14 -0.20
H 0.24 -2.28 0.70
H 1.31 -2.38 -0.53
O 0.43 -2.55 -0.21
H -0.85 1.10 1.67
H -1.99 0.48 2.42
O -1.02 0.35 2.23
*
```

[4]
Molecular formula: CH10O5
Method: DFT, ωB97M-V/def2-TZVPD

Computed properties:
Energy (hartree): -420.26896
SMILES string: C=O.O.O.O.O
LUMO (eV): 0.4
Energy relative to the best compared isomer or geometry (same formula, charge and spin) (kcal per mole): 8.7
E_HOMO (eV): -10.61
Orbital gap (eV): 11.0211

Structure (ORCA input):
```
! wB97M-V def2-TZVPD RIJCOSX def2/J DEFGRID3
* xyz 0 1
C 0.92 1.77 1.51
O 0.77 2.48 0.56
H 1.10 0.68 1.45
H 0.90 2.19 2.53
O -1.06 1.02 -0.97
H -0.23 1.53 -0.89
H -1.89 1.49 -0.94
O -2.57 -1.38 0.52
H -3.42 -1.33 0.08
H -1.94 -0.96 -0.09
O 2.64 -1.17 0.27
H 3.17 -0.83 -0.46
H 1.75 -1.26 -0.11
O 0.29 -1.46 -1.35
H -0.17 -2.13 -0.83
H -0.26 -0.66 -1.29
*
```

[5]
Molecular formula: CH11N2O3
Method: DFT, ωB97M-V/def2-TZVPD

Computed properties:
Energy (hartree): -379.67139
LUMO (eV): -3.4
Energy relative to the best compared isomer or geometry (same formula, charge and spin) (kcal per mole): 45.1
E_HOMO (eV): -13.44
Orbital gap (eV): 10.0635

Structure (ORCA input):
```
! wB97M-V def2-TZVPD RIJCOSX def2/J DEFGRID3
* xyz 1 1
N 0.75 0.35 -0.76
C 0.58 -0.92 -0.30
N 1.42 -1.85 -0.30
H 1.12 0.49 -1.70
H 0.40 0.99 -0.14
H -0.44 -1.11 0.04
H 1.06 -2.78 -0.11
H 2.39 -1.62 -0.71
H -0.02 3.20 1.09
H -1.26 2.52 1.54
O -0.40 2.29 1.18
H 4.51 -1.18 -0.62
H 4.37 -0.69 -2.19
O 3.83 -0.96 -1.29
H -6.69 0.57 2.01
H -5.81 0.31 0.63
O -5.82 0.39 1.62
*
```

[6]
Molecular formula: CH11NO3
Method: DFT, ωB97M-V/def2-TZVPD

Computed properties:
Energy (hartree): -325.15611
SMILES string: CN.O.O.O
LUMO (eV): 0.6
Energy relative to the best compared isomer or geometry (same formula, charge and spin) (kcal per mole): 15.0
E_HOMO (eV): -10.00
Orbital gap (eV): 10.5836

Structure (ORCA input):
```
! wB97M-V def2-TZVPD RIJCOSX def2/J DEFGRID3
* xyz 0 1
C 0.18 0.66 -2.17
N 0.82 -0.66 -1.94
H 0.85 1.39 -2.61
H -0.63 0.51 -2.88
H -0.18 1.02 -1.22
H 1.58 -0.56 -1.28
H 1.12 -1.07 -2.81
O -0.31 2.86 2.63
H 0.29 2.10 2.65
H -0.98 2.61 1.99
O 0.56 -1.08 2.85
H 0.23 -1.66 3.55
H 0.39 -1.63 2.07
O -1.16 -1.74 -0.03
H -0.76 -1.39 -0.85
H -2.02 -1.35 0.07
*
```

[7]
Molecular formula: CH11NO3
Method: DFT, ωB97M-V/def2-TZVPD

Computed properties:
Energy (hartree): -325.15748
SMILES string: CN.O.O.O
LUMO (eV): 0.5
Energy relative to the best compared isomer or geometry (same formula, charge and spin) (kcal per mole): 14.1
E_HOMO (eV): -9.92
Orbital gap (eV): 10.4623

Structure (ORCA input):
```
! wB97M-V def2-TZVPD RIJCOSX def2/J DEFGRID3
* xyz 0 1
C -1.01 -1.85 1.26
N 0.33 -1.33 1.05
H -1.25 -1.77 2.31
H -1.73 -1.23 0.72
H -1.12 -2.90 0.96
H 0.71 -1.45 0.12
H 0.99 -1.68 1.73
O -1.10 2.76 -1.54
H -0.93 2.19 -0.79
H -0.22 3.01 -1.87
O 1.04 -0.12 -2.27
H 1.15 0.80 -1.97
H 0.10 -0.27 -2.08
O 0.78 1.60 0.69
H 0.57 0.65 0.60
H 1.66 1.57 1.09
*
```

[8]
Molecular formula: CH12N2O4
Method: DFT, ωB97M-V/def2-TZVPD

Computed properties:
Energy (hartree): -455.76626
SMILES string: [H]/N=C/N.O.O.O.O
LUMO (eV): 0.7
Energy relative to the best compared isomer or geometry (same formula, charge and spin) (kcal per mole): 18.7
E_HOMO (eV): -9.63
Orbital gap (eV): 10.3553

Structure (ORCA input):
```
! wB97M-V def2-TZVPD RIJCOSX def2/J DEFGRID3
* xyz 0 1
H -0.32 -2.13 -0.75
N 0.18 -1.25 -0.77
C -0.39 -0.29 -1.39
N 0.08 0.91 -1.78
H -1.49 -0.33 -1.36
H 0.97 1.33 -1.47
H -0.68 1.56 -1.86
O -1.02 -0.28 1.87
H -1.45 -1.13 1.99
H -0.29 -0.50 1.26
O 2.25 1.69 -0.14
H 2.03 1.09 0.58
H 3.11 2.03 0.11
O 2.31 -0.61 0.97
H 1.63 -0.88 0.28
H 3.13 -1.02 0.71
O -3.34 -0.13 0.20
H -4.12 0.02 0.75
H -2.59 -0.08 0.79
*
```